68
Properties=species:S:1:pos:R:3 method="wB97M-V/def2-TZVPD" multiplicity=1 e_lumo_ha=-0.020 orbital_gap_ev=9.74 smiles="O=[N+]([O-])c1ccccc1.CC#N.CC#N.CC#N.CC#N.CC#N.CC#N.CC#N.CC#N.CC#N" charge=0 homo_ha=-0.378
O 10.650 16.144 -1.442
N 11.332 16.955 -2.031
O 10.907 17.992 -2.501
C 12.752 16.640 -2.205
C 13.105 15.290 -2.150
C 14.428 14.924 -2.265
C 15.414 15.885 -2.496
C 15.039 17.209 -2.621
C 13.720 17.598 -2.418
H 12.314 14.570 -1.996
H 14.705 13.880 -2.195
H 16.433 15.530 -2.574
H 15.779 17.964 -2.846
H 13.592 18.673 -2.383
C 14.483 26.109 -4.763
C 15.626 27.014 -4.643
N 16.515 27.734 -4.555
H 14.794 25.267 -5.386
H 13.661 26.628 -5.246
H 14.234 25.684 -3.794
C 14.938 22.021 -7.334
C 13.597 22.586 -7.345
N 12.542 23.037 -7.357
H 15.337 21.997 -8.347
H 14.931 21.009 -6.934
H 15.595 22.632 -6.714
C 13.905 22.695 0.479
C 14.922 23.171 1.436
N 15.764 23.474 2.155
H 14.185 21.641 0.420
H 14.140 23.175 -0.465
H 12.907 22.846 0.872
C 18.937 24.743 -4.432
C 17.939 24.587 -3.376
N 17.165 24.398 -2.549
H 19.757 25.389 -4.130
H 18.488 25.205 -5.311
H 19.301 23.743 -4.666
C 9.238 21.219 -1.436
C 8.291 22.150 -2.052
N 7.555 22.885 -2.537
H 10.115 21.763 -1.104
H 9.514 20.489 -2.201
H 8.762 20.583 -0.693
C 18.533 21.369 0.554
C 17.343 21.291 -0.298
N 16.396 21.290 -0.946
H 18.651 22.415 0.829
H 19.409 21.039 0.000
H 18.365 20.730 1.417
C 14.597 22.375 -3.385
C 13.478 21.706 -2.744
N 12.549 21.211 -2.286
H 14.971 23.114 -2.665
H 14.273 22.918 -4.267
H 15.483 21.759 -3.495
C 17.726 20.017 -3.928
C 18.635 19.836 -5.051
N 19.335 19.697 -5.949
H 18.044 19.403 -3.085
H 16.739 19.638 -4.204
H 17.616 21.050 -3.608
C 10.613 20.776 -4.973
C 11.999 20.418 -5.245
N 13.104 20.138 -5.378
H 10.100 21.277 -5.787
H 10.644 21.529 -4.179
H 10.145 19.891 -4.546



74
Properties=species:S:1:pos:R:3 method="wB97M-V/def2-TZVPD" multiplicity=6 e_lumo_ha="-0.309 / -0.438" orbital_gap_ev="6.13 / 4.31" charge=+3 e_above_lowest_ev=1.575 s_squared=8.782 homo_ha="-0.534 / -0.596"
Ru -0.601 -0.459 1.021
P -0.467 1.603 2.073
P -1.710 -1.575 2.537
P 0.764 1.012 -1.414
H -2.589 -1.155 -1.128
C -1.645 -0.677 -0.812
C -0.515 -1.517 -0.953
H 0.517 -1.318 -1.312
C -2.045 2.475 1.723
C -0.242 1.344 3.871
C 0.741 2.989 1.898
C -2.242 -2.932 1.483
C -0.595 -2.114 3.878
C -3.120 -0.716 3.271
C 1.707 0.396 -2.903
C 2.158 1.974 -0.750
C -0.479 2.302 -1.828
H -1.721 0.441 -0.747
H -0.658 -2.608 -1.071
H -2.241 3.266 2.455
H -2.875 1.757 1.764
H -1.981 2.965 0.738
H -0.155 2.301 4.402
H 0.710 0.823 4.029
H -1.062 0.770 4.312
H 0.709 3.659 2.768
H 0.539 3.600 1.010
H 1.763 2.597 1.863
H -3.271 -3.102 1.826
H -1.640 -3.788 1.831
H -2.095 -2.637 0.410
H -1.129 -1.995 4.828
H 0.365 -1.582 3.924
H -0.397 -3.173 3.678
H -3.727 -1.541 3.664
H -3.664 -0.169 2.486
H -2.843 -0.026 4.078
H 2.782 0.621 -2.766
H 1.317 0.839 -3.836
H 1.587 -0.704 -2.920
H 2.981 2.101 -1.467
H 2.622 1.501 0.119
H 1.905 2.991 -0.450
H -0.587 2.386 -2.918
H -0.166 3.269 -1.402
H -1.442 1.985 -1.395
C -1.808 -0.568 -4.593
C -2.659 0.391 -4.016
C -3.179 1.341 -4.885
C -2.973 1.194 -6.257
C -2.303 0.089 -6.791
C -1.747 -0.846 -5.956
O -0.664 -0.983 -3.952
H -0.057 -0.248 -3.948
H -2.799 0.422 -2.940
H -3.737 2.193 -4.502
H -3.312 1.965 -6.940
H -2.204 -0.074 -7.852
H -1.157 -1.701 -6.293
N 5.749 -0.229 2.650
C 4.489 0.099 2.267
O 4.062 1.262 2.226
C 3.607 -1.040 1.893
C 3.945 -2.389 1.670
C 2.953 -3.272 1.243
C 1.643 -2.806 1.022
N 1.329 -1.529 1.312
C 2.264 -0.669 1.746
H 6.349 0.533 2.924
H 6.094 -1.180 2.683
H 4.972 -2.727 1.821
H 3.149 -4.321 1.043
H 0.842 -3.438 0.628
H 1.893 0.351 1.926



77
Properties=species:S:1:pos:R:3 method="wB97M-V/def2-TZVPD" multiplicity=5 e_lumo_ha="0.005 / 0.005" orbital_gap_ev="6.20 / 6.20" charge=0 e_above_lowest_ev=1.232 s_squared=6.004 homo_ha="-0.222 / -0.223"
C -1.369 0.373 -4.289
C -2.069 1.139 -3.215
H -1.933 0.399 -5.222
H -1.219 -0.672 -3.982
H -0.373 0.798 -4.463
C -3.384 1.413 -3.213
C -4.291 0.986 -4.316
H -3.849 1.909 -2.355
H -4.162 -0.083 -4.562
H -4.111 1.567 -5.234
H -5.334 1.147 -4.022
Ho 0.993 -0.638 0.890
Cl 2.229 1.086 -0.519
Cl 2.212 -2.898 1.211
H 3.987 -1.528 5.028
H 6.362 -0.922 3.324
C 3.721 -1.943 4.047
C 5.669 -1.372 2.601
N 4.291 -1.110 2.985
H 2.635 -1.980 3.942
C 3.580 -0.176 2.390
O 2.341 -0.011 2.618
H 5.857 -0.932 1.614
H 4.092 0.435 1.623
H 4.137 -2.950 3.950
H 5.840 -2.453 2.563
H -2.399 -2.198 -1.668
H -4.500 -0.253 -0.862
C -2.791 -2.623 -0.732
C -4.498 -0.965 -0.020
N -3.173 -1.547 0.180
H -2.021 -3.243 -0.260
C -2.270 -1.017 0.996
O -1.100 -1.477 1.115
H -4.819 -0.451 0.897
H -2.592 -0.129 1.574
H -3.692 -3.208 -0.936
H -5.192 -1.780 -0.259
O -1.292 0.062 -1.461
C -1.221 1.294 -1.952
C -2.742 2.128 -0.071
C -1.670 2.353 -0.930
H -3.194 1.131 -0.064
C -3.187 3.152 0.775
H -0.192 1.544 -2.283
C -0.992 3.567 -0.903
H -4.044 2.965 1.422
C -2.517 4.383 0.788
C -1.415 4.587 -0.050
H -0.124 3.676 -1.556
H -2.866 5.179 1.442
H -0.884 5.541 -0.041
Si 2.154 -2.973 -2.219
Cl 0.516 -1.724 -1.521
C 1.799 -4.721 -1.639
C 3.745 -2.160 -1.661
C 2.090 -2.937 -4.091
H 1.010 -4.737 -0.876
H 2.697 -5.179 -1.203
H 1.485 -5.359 -2.480
H 1.199 -3.455 -4.476
H 2.984 -3.469 -4.452
H 2.112 -1.910 -4.482
H 3.581 -1.176 -1.193
H 4.407 -2.011 -2.527
H 4.274 -2.800 -0.946
C -0.525 2.784 4.978
N 0.373 2.708 3.819
C 1.745 3.219 3.958
C 0.063 1.952 2.803
N -0.176 1.231 1.899
H -0.055 3.430 5.725
H -0.704 1.788 5.408
H -1.494 3.198 4.669
H 2.479 2.413 3.823
H 1.939 3.982 3.194
H 1.841 3.654 4.957



Calculated values (hartree) of E for the records, taken in order: -1631.58153 -2279.96219 -3964.66176.